Below is 12 unconnected molecules or ions with the total composition C99H216N12O15 in a non-equilibrium geometry, with properties calculated with the ωB97M-V functional and the def2-TZVPD basis.

HOMO energy = -7.8 eV
Structure (SMILES) = CC1(C)CCCC(C)(C)N1O.CC1(C)CCCC(C)(C)N1O.CC1(C)CCCC(C)(C)N1O.CC1(C)CCCC(C)(C)N1O.CC1(C)CCCC(C)(C)N1O.CC1(C)CCCC(C)(C)N1O.CC1(C)CCCC(C)(C)N1O.CC1(C)CCCC(C)(C)N1O.CC1(C)CCCC(C)(C)N1O.COCCNCCOC.COCCNCCOC.COCCNCCOC
Electronic energy = -5686.579007 Eh

Each line ends with the Löwdin charge.
CARTESIAN COORDINATES (ANGSTROEM)
C1 1.3697 3.2001 4.3521  -0.024
C2 1.9916 4.5365 4.9191  -0.409
C3 1.0965 5.7091 4.2814  -0.039
C4 1.6635 4.7410 6.4613  -0.160
C5 2.4450 3.7740 7.2910  -0.209
C6 3.9317 4.0266 7.0154  -0.128
C7 4.3964 3.9693 5.5062  -0.453
C8 5.8244 4.6436 5.5347  -0.036
C9 4.4981 2.4943 4.9616  -0.017
N1 3.4544 4.7862 4.6975  -0.124
O1 3.7837 4.8816 3.3468  -0.013
H1 1.5773 3.0856 3.2882  0.075
H2 1.7673 2.3200 4.8576  0.046
H3 0.2929 3.2240 4.5193  0.072
H4 1.3874 6.6779 4.6877  0.075
H5 1.1538 5.7201 3.1930  0.060
H6 0.0503 5.5252 4.5257  0.075
H7 1.8324 5.7624 6.8023  0.118
H8 0.6109 4.5279 6.6478  0.116
H9 2.1883 3.9983 8.3263  0.111
H10 2.0851 2.7572 7.1342  0.101
H11 4.5673 3.3772 7.6174  0.118
H12 4.0427 5.0332 7.4186  0.112
H13 5.7156 5.6569 5.9213  0.078
H14 6.2580 4.6138 4.5351  0.073
H15 6.4829 4.0243 6.1437  0.076
H16 4.1856 2.4988 3.9174  0.076
H17 3.7551 1.9387 5.5338  0.055
H18 5.4627 2.0086 5.1088  0.078
H19 3.9343 5.8251 3.2528  0.106
C10 4.6909 -2.5849 -1.2717  -0.025
C11 4.8988 -1.6067 -2.4220  -0.449
C12 3.5446 -1.4006 -3.1849  -0.026
C13 5.2202 -0.2087 -1.7539  -0.131
C14 6.5885 -0.1416 -1.1145  -0.202
C15 7.6134 -0.3926 -2.1805  -0.118
C16 7.4444 -1.7131 -3.1123  -0.469
C17 8.3018 -1.5355 -4.3910  -0.023
C18 7.8946 -2.8936 -2.3459  -0.056
N2 5.9853 -1.8852 -3.3826  -0.144
O2 5.6735 -2.9689 -4.1436  -0.007
H20 5.5937 -2.6617 -0.6657  0.056
H21 3.8102 -2.3709 -0.6661  0.069
H22 4.5170 -3.5567 -1.7338  0.089
H23 2.6697 -1.1862 -2.5712  0.062
H24 3.6630 -0.6880 -4.0012  0.079
H25 3.3495 -2.3337 -3.7135  0.049
H26 5.2466 0.6210 -2.4603  0.106
H27 4.3723 0.0506 -1.1198  0.106
H28 6.8019 0.8246 -0.6571  0.116
H29 6.6935 -0.8494 -0.2922  0.101
H30 8.5583 -0.4827 -1.6446  0.113
H31 7.7539 0.4941 -2.7985  0.110
H32 8.1866 -2.3806 -5.0698  0.077
H33 9.3298 -1.4312 -4.0439  0.087
H34 7.9403 -0.6692 -4.9451  0.080
H35 8.9752 -2.9500 -2.2154  0.086
H36 7.7415 -3.7878 -2.9501  0.090
H37 7.4698 -2.9747 -1.3453  0.076
H38 5.6004 -2.4395 -4.9410  0.112
C19 -3.6753 -1.3735 -6.6431  -0.015
C20 -2.6045 -2.1710 -5.7280  -0.457
C21 -3.4164 -2.8458 -4.6274  -0.026
C22 -1.9442 -3.1815 -6.7019  -0.123
C23 -0.8107 -2.5979 -7.5950  -0.180
C24 0.1588 -1.8640 -6.7183  -0.150
C25 -0.4664 -0.7152 -5.8331  -0.444
C26 0.6554 -0.3367 -4.7921  -0.016
C27 -0.8035 0.4574 -6.7084  -0.028
N3 -1.5939 -1.3266 -5.0978  -0.109
O3 -2.1201 -0.4912 -4.1126  -0.029
H39 -4.2919 -0.6126 -6.1645  0.050
H40 -3.3310 -0.9282 -7.5765  0.062
H41 -4.2297 -2.1933 -7.0997  0.074
H42 -4.0352 -2.1749 -4.0315  0.081
H43 -4.0629 -3.5851 -5.1002  0.090
H44 -2.7012 -3.2882 -3.9340  0.070
H45 -1.5663 -4.0711 -6.1979  0.104
H46 -2.6469 -3.7147 -7.3422  0.111
H47 -0.1887 -3.4045 -7.9828  0.112
H48 -1.1943 -1.9903 -8.4146  0.107
H49 0.9934 -1.6189 -7.3751  0.122
H50 0.5770 -2.6608 -6.1031  0.093
H51 0.6659 -0.9607 -3.8984  0.069
H52 0.5930 0.6963 -4.4498  0.051
H53 1.6379 -0.4951 -5.2368  0.070
H54 -1.5401 0.1557 -7.4530  0.063
H55 0.0184 0.8385 -7.3143  0.092
H56 -1.3043 1.2605 -6.1677  0.083
H57 -2.6962 0.0511 -4.6563  0.062
C28 4.2771 3.9333 -3.0233  -0.049
C29 4.2493 4.9010 -4.1701  -0.450
C30 4.8114 6.3143 -3.5878  -0.016
C31 5.3363 4.5550 -5.2615  -0.144
C32 4.9910 3.3449 -6.1048  -0.208
C33 3.6380 3.5382 -6.7388  -0.137
C34 2.4797 3.9870 -5.7930  -0.502
C35 1.4592 4.6143 -6.7423  -0.034
C36 1.8534 2.8799 -5.0498  -0.047
N4 2.9315 5.0258 -4.8576  -0.093
O4 1.9230 5.5346 -4.0016  -0.021
H58 3.4999 4.2478 -2.3268  0.082
H59 4.1190 2.8758 -3.2351  0.066
H60 5.2151 4.0261 -2.4758  0.084
H61 4.0197 6.7086 -2.9508  0.066
H62 5.7755 6.1844 -3.0962  0.077
H63 4.9654 6.9786 -4.4382  0.071
H64 5.3779 5.3683 -5.9860  0.112
H65 6.3534 4.3635 -4.9195  0.121
H66 5.6830 3.2653 -6.9431  0.117
H67 4.9655 2.4717 -5.4528  0.103
H68 3.4223 2.6958 -7.3961  0.125
H69 3.8572 4.3529 -7.4291  0.112
H70 0.5438 5.0494 -6.3412  0.064
H71 1.1925 3.8311 -7.4519  0.087
H72 1.8981 5.4520 -7.2843  0.085
H73 2.4662 1.9800 -5.1016  0.077
H74 0.9675 2.4349 -5.5029  0.062
H75 1.6325 3.0886 -4.0030  0.088
H76 1.9387 6.4781 -4.1785  0.107
C37 -4.6356 -8.1325 0.1564  -0.033
C38 -4.5626 -8.3551 1.7024  -0.485
C39 -5.9142 -8.8887 2.1872  -0.049
C40 -3.4757 -9.4531 2.0395  -0.115
C41 -2.0545 -8.9375 1.9842  -0.200
C42 -1.8185 -7.7738 2.8991  -0.163
C43 -2.8189 -6.6349 2.5964  -0.465
C44 -2.7584 -5.8764 3.9122  -0.051
C45 -2.1785 -5.8131 1.4486  -0.021
N5 -4.2398 -7.0665 2.3464  -0.092
O5 -5.1160 -5.9773 2.0249  -0.003
H77 -3.6388 -7.9805 -0.2576  0.063
H78 -4.9788 -8.9802 -0.4367  0.074
H79 -5.3289 -7.3405 -0.1265  0.076
H80 -6.1993 -9.8240 1.7054  0.087
H81 -5.8997 -8.9236 3.2766  0.082
H82 -6.7127 -8.1849 1.9523  0.073
H83 -3.7628 -9.9311 2.9760  0.114
H84 -3.5727 -10.2316 1.2827  0.116
H85 -1.3545 -9.6658 2.3939  0.112
H86 -1.7283 -8.7325 0.9645  0.100
H87 -0.8140 -7.4060 2.6899  0.107
H88 -1.7280 -8.1325 3.9244  0.123
H89 -3.0727 -4.8760 3.6144  0.070
H90 -1.7305 -5.6986 4.2282  0.077
H91 -3.3921 -6.2257 4.7274  0.095
H92 -2.0079 -6.3921 0.5410  0.068
H93 -1.2397 -5.3605 1.7676  0.068
H94 -2.7055 -4.8768 1.2650  0.069
H95 -5.6889 -6.0368 2.7930  0.097
C46 -5.8309 0.6545 -0.0788  -0.008
C47 -7.0383 1.4937 0.4494  -0.424
C48 -8.3312 1.1784 -0.3937  -0.050
C49 -7.5083 1.0126 1.9014  -0.129
C50 -6.6993 1.5863 3.0790  -0.179
C51 -6.6191 3.1276 2.9351  -0.130
C52 -6.1568 3.7190 1.5612  -0.458
C53 -6.6573 5.2159 1.4562  -0.037
C54 -4.6211 3.7349 1.5148  -0.030
N6 -6.8942 2.9887 0.5049  -0.117
O6 -6.5901 3.4906 -0.7494  -0.027
H96 -5.5032 0.9736 -1.0681  0.046
H97 -4.9398 0.9083 0.4953  0.066
H98 -6.0635 -0.4103 -0.0968  0.088
H99 -8.7185 0.1599 -0.3691  0.082
H100 -9.1637 1.8556 -0.2025  0.079
H101 -8.1343 1.4056 -1.4414  0.057
H102 -8.5236 1.3658 2.0816  0.109
H103 -7.5656 -0.0757 1.8788  0.112
H104 -7.1924 1.2517 3.9917  0.110
H105 -5.6796 1.2069 3.1449  0.068
H106 -6.0201 3.4348 3.7924  0.105
H107 -7.5995 3.5017 3.2300  0.111
H108 -6.2314 5.8669 0.6927  0.075
H109 -6.5586 5.7615 2.3947  0.077
H110 -7.7163 5.2459 1.1996  0.075
H111 -4.1453 4.5800 2.0122  0.091
H112 -4.3493 3.8208 0.4627  0.068
H113 -4.2349 2.7405 1.7386  0.066
H114 -7.4097 3.8363 -1.1106  0.106
C55 -0.1873 1.2481 1.1041  -0.017
C56 0.3967 0.4035 -0.0628  -0.414
C57 1.1591 1.3058 -1.0565  -0.037
C58 1.4956 -0.6151 0.4632  -0.109
C59 0.8897 -1.8457 1.0734  -0.192
C60 -0.0656 -2.5468 0.1091  -0.158
C61 -1.1765 -1.6430 -0.3317  -0.467
C62 -1.7726 -2.3795 -1.5569  -0.039
C63 -2.2309 -1.5726 0.7863  -0.007
N7 -0.6988 -0.3041 -0.8276  -0.084
O7 -1.7175 0.4933 -1.3713  -0.011
H115 -0.0122 0.8051 2.0846  0.062
H116 0.3628 2.1878 1.1521  0.054
H117 -1.2397 1.4677 0.9242  0.077
H118 1.7310 0.7850 -1.8245  0.059
H119 0.5074 1.9715 -1.6222  0.064
H120 1.8437 1.9637 -0.5211  0.085
H121 2.2066 -0.8734 -0.3215  0.085
H122 1.9683 -0.2259 1.3650  0.121
H123 1.7356 -2.4710 1.3592  0.087
H124 0.1956 -1.6330 1.8865  0.105
H125 -0.4486 -3.4127 0.6492  0.105
H126 0.4983 -2.8820 -0.7614  0.109
H127 -1.7050 -3.4669 -1.5237  0.072
H128 -1.1594 -2.2709 -2.4515  0.065
H129 -2.7584 -1.9856 -1.8042  0.077
H130 -2.0025 -0.8037 1.5244  0.065
H131 -2.2544 -2.5119 1.3389  0.070
H132 -3.2172 -1.4183 0.3489  0.076
H133 -1.6342 0.3303 -2.3137  0.056
C64 3.1989 -4.9002 6.0156  -0.023
C65 2.9444 -4.0521 4.7650  -0.453
C66 1.5006 -4.3113 4.2682  -0.032
C67 2.9407 -2.5105 4.9005  -0.141
C68 4.3236 -1.9491 5.2018  -0.156
C69 5.3602 -2.3990 4.1327  -0.104
C70 5.3689 -3.9167 3.7449  -0.449
C71 5.8476 -4.0145 2.2451  -0.042
C72 6.2449 -4.8001 4.6754  -0.020
N8 3.9547 -4.3669 3.6928  -0.130
O8 3.8178 -5.6422 3.2372  -0.022
H134 4.0689 -4.6286 6.6135  0.066
H135 2.3756 -5.0088 6.7215  0.078
H136 3.3057 -5.9235 5.6556  0.083
H137 1.3018 -4.0197 3.2370  0.069
H138 1.2997 -5.3635 4.0667  0.077
H139 0.7690 -3.9095 4.9693  0.072
H140 2.5461 -2.1214 3.9618  0.111
H141 2.2293 -2.1963 5.6642  0.094
H142 4.2582 -0.8642 5.1201  0.093
H143 4.5904 -2.1863 6.2317  0.108
H144 6.3708 -2.2771 4.5225  0.110
H145 5.2288 -1.8063 3.2274  0.111
H146 6.8163 -3.5508 2.0589  0.080
H147 5.2266 -3.5396 1.4855  0.044
H148 5.8509 -5.0144 1.8109  0.074
H149 7.2871 -4.4864 4.6156  0.080
H150 6.0487 -5.8645 4.5461  0.085
H151 5.9747 -4.5455 5.7002  0.060
H152 3.2112 -5.5250 2.5025  0.053
C73 -4.0159 1.3951 5.7714  -0.032
C74 -2.9928 0.2208 5.5040  -0.465
C75 -3.6744 -0.6059 4.3774  -0.032
C76 -1.6765 0.8683 4.9667  -0.105
C77 -0.4699 -0.1277 5.0763  -0.170
C78 -0.3124 -0.7520 6.4882  -0.120
C79 -1.6465 -1.4229 6.9573  -0.462
C80 -1.7959 -2.7687 6.1575  -0.027
C81 -1.4065 -1.7411 8.4045  -0.055
N9 -2.8595 -0.5313 6.7574  -0.127
O9 -4.0667 -1.0373 7.1509  -0.006
H153 -4.9909 0.9584 5.9876  0.072
H154 -3.6426 1.9600 6.6256  0.085
H155 -4.2342 2.0041 4.8942  0.066
H156 -3.8804 0.1388 3.6086  0.057
H157 -3.0795 -1.3540 3.8533  0.060
H158 -4.5946 -1.1174 4.6598  0.085
H159 -1.7282 1.3674 3.9991  0.109
H160 -1.4718 1.6814 5.6631  0.102
H161 -0.4528 -0.9205 4.3283  0.087
H162 0.3917 0.4890 4.8206  0.078
H163 -0.0776 0.1081 7.1153  0.115
H164 0.5702 -1.3904 6.4494  0.092
H165 -2.8126 -3.1568 6.2185  0.080
H166 -1.0829 -3.4487 6.6237  0.076
H167 -1.6201 -2.6865 5.0849  0.057
H168 -1.5671 -0.7944 8.9203  0.087
H169 -0.3891 -2.0993 8.5616  0.089
H170 -2.1841 -2.3925 8.8035  0.085
H171 -4.4417 -0.3133 7.6576  0.103
C82 -1.2330 5.0931 -4.1226  -0.087
O10 -2.4040 4.2689 -4.2124  -0.188
C83 -2.4129 3.0850 -3.3634  -0.161
C84 -3.8979 2.6085 -3.1492  -0.159
N10 -4.4420 1.7366 -4.2281  -0.038
C85 -5.8304 1.4208 -4.0772  -0.229
C86 -6.6113 1.3027 -5.3995  -0.221
O11 -6.6991 2.5309 -6.1014  -0.194
C87 -7.6711 2.5055 -7.1940  -0.074
H172 -0.9864 5.2880 -3.0789  0.067
H173 -1.3144 6.0620 -4.6152  0.092
H174 -0.4050 4.5779 -4.6095  0.045
H175 -2.0091 3.3108 -2.3765  0.095
H176 -1.8509 2.2518 -3.7855  0.096
H177 -4.4806 3.5185 -3.0061  0.116
H178 -3.9985 2.0982 -2.1913  0.094
H179 -4.4997 2.4098 -4.9788  0.103
H180 -6.3075 2.1246 -3.3952  0.106
H181 -5.9489 0.4334 -3.6310  0.114
H182 -7.5921 0.9168 -5.1217  0.121
H183 -6.0805 0.5731 -6.0111  0.100
H184 -7.4258 3.3465 -7.8427  0.082
H185 -8.7073 2.5575 -6.8599  0.086
H186 -7.4174 1.6730 -7.8503  0.082
C88 -0.5034 13.6104 0.7123  -0.149
O12 0.2481 12.7759 -0.1156  -0.198
C89 -0.3731 11.4932 -0.3390  -0.184
C90 0.2344 10.6784 -1.5635  -0.158
N11 0.7842 9.3676 -1.1701  -0.070
C91 -0.2500 8.5163 -0.6391  -0.226
C92 0.1194 6.9975 -0.5402  -0.164
O13 -0.9646 6.1370 -0.0624  -0.214
C93 -0.7962 4.7155 -0.0545  -0.097
H187 -1.1939 13.0762 1.3650  0.078
H188 -1.2239 14.2113 0.1574  0.082
H189 0.0390 14.3081 1.3503  0.086
H190 -1.4349 11.6773 -0.5023  0.111
H191 -0.2746 11.0277 0.6417  0.111
H192 0.9009 11.3856 -2.0572  0.112
H193 -0.6026 10.5714 -2.2535  0.105
H194 1.4682 9.4055 -0.4279  0.111
H195 -1.1539 8.6771 -1.2265  0.122
H196 -0.4862 8.7583 0.3971  0.106
H197 0.8922 6.9060 0.2231  0.110
H198 0.5228 6.6364 -1.4862  0.101
H199 -0.2774 4.4009 -0.9600  0.067
H200 -1.7106 4.1340 0.0632  0.077
H201 -0.1691 4.5421 0.8200  0.071
C94 2.8608 -4.9181 0.2428  -0.110
O14 1.9419 -5.7581 0.9054  -0.201
C95 2.1229 -7.1144 0.5666  -0.185
C96 1.7129 -7.5751 -0.8654  -0.172
N12 0.2769 -7.4829 -1.1848  -0.063
C97 -0.0456 -7.4397 -2.6236  -0.190
C98 0.0533 -6.0624 -3.2021  -0.194
O15 1.4303 -5.7504 -3.4842  -0.199
C99 1.5941 -4.4192 -3.8877  -0.109
H202 3.8974 -4.9245 0.5798  0.073
H203 2.4950 -3.8923 0.2866  0.062
H204 2.9433 -5.1195 -0.8253  0.081
H205 1.5140 -7.5644 1.3507  0.121
H206 3.1707 -7.3513 0.7510  0.124
H207 2.1015 -8.5667 -1.0975  0.119
H208 2.1454 -6.8984 -1.6024  0.085
H209 -0.0783 -6.6410 -0.7547  0.078
H210 -1.0727 -7.7946 -2.5391  0.111
H211 0.4608 -8.2407 -3.1622  0.128
H212 -0.4232 -5.3475 -2.5313  0.115
H213 -0.3793 -6.0275 -4.2020  0.119
H214 0.8706 -4.1923 -4.6708  0.066
H215 2.5545 -4.3041 -4.3902  0.090
H216 1.4880 -3.7519 -3.0324  0.080

Below is a molecular structure, C9Cl5O2S4Tl, with properties calculated with the ωB97M-V functional and the def2-TZVPD basis.

HOMO energy = -8.2 eV
Energy relative to the best compared isomer or geometry (same formula, charge and spin) = 0.000 eV
Electronic energy = -4559.669468 Eh

Each line ends with the Löwdin charge.
CARTESIAN COORDINATES (ANGSTROEM)
Tl1 2.2827 -3.4197 0.6057  0.791
Cl1 -0.2592 3.5646 -0.8981  0.690
C1 0.3873 2.1510 -0.1611  -0.742
C2 1.4167 1.4420 -0.7785  -0.733
Cl2 2.0515 1.9852 -2.2822  0.698
C3 1.8896 0.2702 -0.2116  -0.620
Cl3 3.1451 -0.6289 -0.9853  0.672
C4 1.3674 -0.2555 0.9989  -0.533
O1 1.7300 -1.3869 1.4859  -0.403
C5 0.3710 0.5257 1.6289  -0.632
Cl4 -0.2552 -0.0629 3.1168  0.733
C6 -0.1208 1.6884 1.0542  -0.717
Cl5 -1.3944 2.5466 1.8267  0.709
O2 -3.3423 1.2027 -1.0688  0.002
C7 -2.6054 0.2857 -0.8953  -0.971
S1 -2.6775 -0.7739 0.5325  0.992
C8 -1.3711 -1.8379 0.1109  -1.158
C9 -0.7194 -1.5618 -1.2119  -1.146
S2 0.4092 -2.4991 -1.9099  0.651
S3 -1.3405 -0.1862 -2.0638  1.020
S4 -0.9646 -3.0494 1.1060  0.698

Q: What is the electronic energy in the first record?
A: -5686.579007 Eh